1.
Formula: C2H5Cl3Si
Source: the OMol25 dataset
Level of theory: ωB97M-V/def2-TZVPD

Calculated values
HOMO-LUMO gap	0.27073	Eh
relative energy (zero: lowest compared OMol25 entry of this formula, charge and spin)	7.9891	eV
DFT total energy	-47596.8062	eV

ORCA input file:
```
! wB97M-V def2-TZVPD RIJCOSX def2/J DEFGRID3
* xyz 0 1
H -1.09 -1.23 -1.17
H -0.02 -1.94 1.46
Cl 0.97 0.60 2.04
H -1.05 0.64 0.71
Cl 0.46 3.12 -0.19
C 0.51 1.42 -0.53
H -0.15 1.32 -1.44
Si -0.41 -1.54 0.14
Cl -0.76 -4.23 -0.64
C 0.08 0.46 0.57
H 1.45 1.39 -0.95
*
```



2.
Formula: C2H5Cl3Si2
Source: the OMol25 dataset
Level of theory: ωB97M-V/def2-TZVPD

Calculated values
HOMO-LUMO gap (alpha / beta)	0.26796 / 0.30062	Eh
DFT total energy	-55477.8838	eV

ORCA input file:
```
! wB97M-V def2-TZVPD RIJCOSX def2/J DEFGRID3
* xyz 0 3
H -1.15 -1.25 -1.29
Si -1.61 0.54 0.65
Cl -2.79 -0.74 1.69
H 0.63 0.24 2.07
H 1.40 -1.04 -1.22
Cl 1.32 1.69 -2.41
C 0.01 0.96 1.50
H 0.15 1.80 2.02
Cl -2.75 2.08 0.19
Si 0.82 0.28 -1.13
C -1.00 -0.21 -1.07
H -1.54 0.35 -1.78
*
```



3.
Formula: C2H5ClFOPS
Source: the OMol25 dataset
Level of theory: ωB97M-V/def2-TZVPD

Calculated values
HOMO-LUMO gap (alpha / beta)	0.30493 / 0.25667	Eh
relative energy (zero: lowest compared OMol25 entry of this formula, charge and spin)	2.3112	eV
DFT total energy	-39565.0228	eV

ORCA input file:
```
! wB97M-V def2-TZVPD RIJCOSX def2/J DEFGRID3
* xyz 0 1
H 1.22 -2.21 -1.27
C 0.76 2.45 0.68
S -1.89 -1.05 1.50
H 0.36 2.79 1.62
Cl -2.25 1.01 -1.09
O -0.17 -0.79 -0.89
P -1.00 0.09 0.19
H -0.44 -2.83 -0.98
H 0.55 -2.26 0.39
C 0.32 -2.10 -0.66
F 1.98 1.94 0.76
H 0.56 2.96 -0.25
*
```



4.
Formula: C2H5ClIN
Source: the OMol25 dataset
Level of theory: ωB97M-V/def2-TZVPD

Calculated values
HOMO-LUMO gap	0.35456	Eh
relative energy (zero: lowest compared OMol25 entry of this formula, charge and spin)	0.5862	eV
DFT total energy	-24266.4181	eV

ORCA input file:
```
! wB97M-V def2-TZVPD RIJCOSX def2/J DEFGRID3
* xyz 0 1
H -0.73 1.51 -1.49
H 0.33 -0.48 2.14
I 0.16 -2.51 0.36
C 0.58 -0.55 1.09
Cl -2.06 0.16 0.61
H -0.28 -0.21 -1.64
H 0.94 1.01 -1.16
H 1.59 -0.27 0.85
C -0.11 0.72 -1.07
N -0.41 0.61 0.32
*
```



5.
Formula: C2H5ClN2O
Source: the OMol25 dataset
Level of theory: ωB97M-V/def2-TZVPD

Calculated values
HOMO-LUMO gap	0.30040	Eh
relative energy (zero: lowest compared OMol25 entry of this formula, charge and spin)	6.4639	eV
DFT total energy	-19698.2837	eV

ORCA input file:
```
! wB97M-V def2-TZVPD RIJCOSX def2/J DEFGRID3
* xyz 0 1
C -0.89 0.59 -0.86
N 0.62 -0.30 0.67
H 1.99 0.01 2.49
N 0.16 -1.37 0.23
H -0.31 0.18 -1.75
H -1.22 1.58 -1.21
O 0.15 0.80 0.11
C 1.23 0.74 2.48
H -1.62 0.03 -0.24
H 0.68 -2.00 0.81
Cl 1.70 2.28 2.20
*
```



6.
Formula: C2H5ClN2O4S
Source: the OMol25 dataset
Level of theory: ωB97M-V/def2-TZVPD

Calculated values
HOMO-LUMO gap	0.38640	Eh
relative energy (zero: lowest compared OMol25 entry of this formula, charge and spin)	0.0000	eV
DFT total energy	-36676.8264	eV

ORCA input file:
```
! wB97M-V def2-TZVPD RIJCOSX def2/J DEFGRID3
* xyz 0 1
Cl 0.55 -1.79 2.33
C -1.10 1.28 0.03
O -1.19 -2.08 -0.09
N 0.58 -0.62 1.09
S -0.13 -1.23 -0.56
H -0.17 1.39 0.55
H -1.64 0.00 -1.70
O 2.69 -0.16 1.57
C -0.77 0.35 -1.14
H -1.29 2.30 -0.29
O 1.01 -1.72 -1.39
H -0.01 0.62 -1.80
H -1.94 0.81 0.52
O 1.67 0.84 0.00
N 1.73 0.01 0.89
*
```



7.
Formula: C2H5ClNO
Source: the OMol25 dataset
Level of theory: ωB97M-V/def2-TZVPD

Calculated values
HOMO-LUMO gap (alpha / beta)	0.24906 / 0.29304	Eh
relative energy (zero: lowest compared OMol25 entry of this formula, charge and spin)	6.2392	eV
DFT total energy	-18211.5422	eV

ORCA input file:
```
! wB97M-V def2-TZVPD RIJCOSX def2/J DEFGRID3
* xyz -1 1
H 1.44 -0.40 -1.42
H 1.14 1.36 -0.96
H 0.78 0.06 0.25
C -0.64 0.11 -1.16
C 0.80 0.36 -0.88
O 0.76 -0.47 1.79
H -1.21 0.97 -1.54
N -0.33 -1.06 1.89
Cl -1.43 -0.10 3.10
H -1.30 -0.83 -1.06
*
```



8.
Formula: C2H5ClO
Source: the OMol25 dataset
Level of theory: ωB97M-V/def2-TZVPD

Calculated values
HOMO-LUMO gap	0.42049	Eh
relative energy (zero: lowest compared OMol25 entry of this formula, charge and spin)	0.0305	eV
DFT total energy	-16724.2913	eV

ORCA input file:
```
! wB97M-V def2-TZVPD RIJCOSX def2/J DEFGRID3
* xyz 0 1
H 0.16 1.92 -0.11
C -0.73 0.16 0.06
H 1.18 -0.16 -0.81
O -0.35 1.37 -0.66
Cl 1.37 -0.86 1.50
C 0.54 -0.70 -0.12
H 0.32 -1.74 -0.35
H -1.00 0.24 1.06
H -1.49 -0.22 -0.58
*
```



9.
Formula: C2H5ClO2P
Source: the OMol25 dataset
Level of theory: ωB97M-V/def2-TZVPD

Calculated values
HOMO-LUMO gap	0.30360	Eh
relative energy (zero: lowest compared OMol25 entry of this formula, charge and spin)	1.5493	eV
DFT total energy	-28063.7119	eV

ORCA input file:
```
! wB97M-V def2-TZVPD RIJCOSX def2/J DEFGRID3
* xyz -1 1
P 0.68 0.50 -0.20
H -1.09 0.62 1.42
Cl 3.53 -0.70 0.35
H 2.41 1.23 0.44
O 0.97 0.32 -1.62
C -0.95 0.43 0.37
H -1.10 -1.11 -1.08
H -1.68 -1.62 0.51
C -1.64 -0.78 -0.20
H -2.67 -0.55 -0.49
O 1.53 1.66 0.50
*
```



10.
Formula: C2H5ClO3
Source: the OMol25 dataset
Level of theory: ωB97M-V/def2-TZVPD

Calculated values
HOMO-LUMO gap	0.38875	Eh
relative energy (zero: lowest compared OMol25 entry of this formula, charge and spin)	2.2175	eV
DFT total energy	-20817.5665	eV

ORCA input file:
```
! wB97M-V def2-TZVPD RIJCOSX def2/J DEFGRID3
* xyz 0 1
O -0.37 -0.72 -1.20
H -0.59 1.82 -0.46
O -0.17 -1.09 1.01
H -1.65 0.89 0.88
H -0.29 1.61 1.33
H -0.45 -1.97 0.62
C 0.11 -0.27 0.00
C -0.66 1.20 0.46
H 0.11 -0.49 -1.95
Cl 2.54 -1.11 -0.55
O 1.43 0.12 -0.13
*
```



11.
Formula: C2H5ClS2
Source: the OMol25 dataset
Level of theory: ωB97M-V/def2-TZVPD

Calculated values
HOMO-LUMO gap	0.29367	Eh
relative energy (zero: lowest compared OMol25 entry of this formula, charge and spin)	2.0210	eV
DFT total energy	-36346.2460	eV

ORCA input file:
```
! wB97M-V def2-TZVPD RIJCOSX def2/J DEFGRID3
* xyz 0 1
H 0.07 0.02 2.56
Cl 0.76 -2.06 1.37
H 1.28 -0.37 -0.79
S -0.72 -0.87 2.18
H 0.96 1.21 -0.47
C 0.68 0.41 -1.05
C -0.78 0.21 -0.69
H 0.73 0.79 -2.12
S -1.87 1.42 -0.70
H -1.11 -0.76 -0.30
*
```



12.
Formula: C2H5F3OP
Source: the OMol25 dataset
Level of theory: ωB97M-V/def2-TZVPD

Calculated values
HOMO-LUMO gap	0.32922	Eh
relative energy (zero: lowest compared OMol25 entry of this formula, charge and spin)	1.3076	eV
DFT total energy	-21636.2580	eV

ORCA input file:
```
! wB97M-V def2-TZVPD RIJCOSX def2/J DEFGRID3
* xyz 1 1
F -0.07 0.50 -3.56
O -0.44 1.39 -0.56
H 4.61 -1.28 1.75
C -0.83 0.36 1.76
H -0.33 -0.56 1.94
P -1.29 0.26 -2.57
F -2.00 -0.83 -3.43
H 3.98 -0.87 1.44
H -0.66 1.11 2.58
F -0.46 -0.79 -1.59
C -0.66 0.83 0.40
H -1.85 -0.11 1.85
*
```



13.
Formula: C2H5FIN
Source: the OMol25 dataset
Level of theory: ωB97M-V/def2-TZVPD

Calculated values
HOMO-LUMO gap	0.39557	Eh
relative energy (zero: lowest compared OMol25 entry of this formula, charge and spin)	2.4681	eV
DFT total energy	-14460.5759	eV

ORCA input file:
```
! wB97M-V def2-TZVPD RIJCOSX def2/J DEFGRID3
* xyz 0 1
H -2.87 0.05 0.12
H -0.75 -0.35 1.62
H -1.84 1.57 0.26
I 5.17 0.41 0.12
H 5.02 0.86 -1.40
F 0.31 -2.21 0.39
C -0.88 -0.31 0.44
H -1.84 0.61 -1.12
C -1.93 0.58 -0.10
N -0.39 -1.20 -0.34
*
```



14.
Formula: C2H5FIP
Source: the OMol25 dataset
Level of theory: ωB97M-V/def2-TZVPD

Calculated values
HOMO-LUMO gap (alpha / beta)	0.29586 / 0.27412	Eh
relative energy (zero: lowest compared OMol25 entry of this formula, charge and spin)	2.4644	eV
DFT total energy	-22260.1773	eV

ORCA input file:
```
! wB97M-V def2-TZVPD RIJCOSX def2/J DEFGRID3
* xyz 0 1
H -0.43 -0.42 1.30
P 1.99 0.86 -0.58
H -1.17 1.14 0.44
H -0.81 -1.51 -1.04
H -0.51 0.26 -1.54
F 1.38 1.42 0.81
H -2.15 -0.47 0.68
C -1.15 0.01 0.54
C -0.60 -0.44 -0.76
I 3.46 -0.86 0.14
*
```



15.
Formula: C2H5FN2
Source: the OMol25 dataset
Level of theory: ωB97M-V/def2-TZVPD

Calculated values
HOMO-LUMO gap	0.36335	Eh
relative energy (zero: lowest compared OMol25 entry of this formula, charge and spin)	2.3025	eV
DFT total energy	-7850.0532	eV

ORCA input file:
```
! wB97M-V def2-TZVPD RIJCOSX def2/J DEFGRID3
* xyz 0 1
F -1.91 0.20 -0.42
H -0.44 -1.68 -0.27
H 2.33 0.44 -0.10
H -1.09 -0.88 1.33
C -0.91 -0.53 0.17
H 1.59 -0.95 -0.52
C 0.25 0.37 -0.07
N 1.47 -0.10 -0.25
N -0.08 1.61 0.03
H -1.21 1.53 0.09
*
```



16.
Formula: C2H5FN2O2P
Source: the OMol25 dataset
Level of theory: ωB97M-V/def2-TZVPD

Calculated values
HOMO-LUMO gap	0.31515	Eh
relative energy (zero: lowest compared OMol25 entry of this formula, charge and spin)	1.6533	eV
DFT total energy	-21235.4344	eV

ORCA input file:
```
! wB97M-V def2-TZVPD RIJCOSX def2/J DEFGRID3
* xyz -1 1
P -0.63 -1.02 0.51
H 0.28 -0.32 -1.60
F 0.16 2.31 -1.45
N -2.13 -1.35 0.13
N -0.52 1.35 -0.67
H -0.49 -0.42 1.78
O 1.93 -0.53 0.93
O 2.52 1.02 -0.61
H -2.79 -1.07 0.85
H 0.20 -2.14 0.53
H -0.55 1.79 0.25
C 0.27 0.13 -0.60
C 1.75 0.24 -0.05
*
```



17.
Formula: C2H5FS
Source: the OMol25 dataset
Level of theory: ωB97M-V/def2-TZVPD

Calculated values
HOMO-LUMO gap	0.31524	Eh
relative energy (zero: lowest compared OMol25 entry of this formula, charge and spin)	0.4918	eV
DFT total energy	-15706.8644	eV

ORCA input file:
```
! wB97M-V def2-TZVPD RIJCOSX def2/J DEFGRID3
* xyz 0 1
C 0.37 -0.48 0.58
H -0.52 -0.28 -1.52
H 0.43 -0.98 -0.40
H 1.34 -0.55 1.08
F -0.87 -0.91 -2.11
H -0.38 -1.04 1.17
H -1.03 1.06 -0.09
S 0.74 2.25 0.88
C -0.07 0.93 0.41
*
```



18.
Formula: C2H5FSi
Source: the OMol25 dataset
Level of theory: ωB97M-V/def2-TZVPD

Calculated values
HOMO-LUMO gap (alpha / beta)	0.24264 / 0.31437	Eh
relative energy (zero: lowest compared OMol25 entry of this formula, charge and spin)	2.3205	eV
DFT total energy	-12742.3608	eV

ORCA input file:
```
! wB97M-V def2-TZVPD RIJCOSX def2/J DEFGRID3
* xyz 0 3
C -0.15 0.22 -0.52
H 0.07 -0.25 1.97
Si -0.34 -1.08 0.90
C 0.56 1.31 -0.68
H 1.23 1.71 0.16
H -0.95 -0.06 -1.79
H 0.56 -2.08 0.65
F 0.66 1.91 -1.88
H -1.65 -1.67 1.17
*
```



19.
Formula: C2H5I2P
Source: the OMol25 dataset
Level of theory: ωB97M-V/def2-TZVPD

Calculated values
HOMO-LUMO gap (alpha / beta)	0.27915 / 0.25813	Eh
relative energy (zero: lowest compared OMol25 entry of this formula, charge and spin)	2.3502	eV
DFT total energy	-27643.2326	eV

ORCA input file:
```
! wB97M-V def2-TZVPD RIJCOSX def2/J DEFGRID3
* xyz 0 1
I 2.13 -1.84 0.17
H -1.67 -0.51 1.10
H -0.63 1.12 1.21
I 2.26 2.01 0.35
C -0.85 0.08 0.75
H 0.00 -0.66 0.98
C -0.92 -0.07 -0.76
H -0.91 0.75 -1.51
P 1.90 0.18 -1.25
H -1.31 -1.05 -1.03
*
```



20.
Formula: C2H5IN
Source: the OMol25 dataset
Level of theory: ωB97M-V/def2-TZVPD

Calculated values
HOMO-LUMO gap	0.28410	Eh
relative energy (zero: lowest compared OMol25 entry of this formula, charge and spin)	2.1674	eV
DFT total energy	-11735.6019	eV

ORCA input file:
```
! wB97M-V def2-TZVPD RIJCOSX def2/J DEFGRID3
* xyz 1 1
N -0.19 -0.83 1.16
H -1.14 -0.85 1.02
H -1.44 0.37 -1.03
I 0.48 1.49 -2.51
H 1.18 0.69 0.56
H 0.24 -0.97 2.06
C -0.33 0.63 -0.87
H 0.85 -0.54 -0.57
C 0.34 0.00 0.19
*
```